{
  "formula": "C30H24BaF3N6O2S2",
  "method": "wB97M-V/def2-TZVPD",
  "elements": ["Ba", "N", "C", "S", "N", "N", "C", "C", "C", "C", "C", "C", "N", "H", "H", "H", "H", "H", "H", "H", "C", "C", "C", "C", "C", "C", "C", "C", "C", "S", "C", "N", "H", "H", "H", "H", "H", "H", "H", "H", "F", "C", "F", "F", "C", "C", "C", "N", "C", "C", "H", "H", "H", "H", "O", "C", "O", "C", "C", "C", "C", "C", "C", "H", "H", "H", "H", "H"],
  "coordinates": [[0.2044, 0.1895, 0.9107], [-3.0669, 0.4439, 4.5625], [-2.2027, 0.9542, 3.6294], [-0.5259, 0.8577, 3.9901], [-2.8209, 1.5150, 2.5987], [-1.9790, 1.9710, 1.6444], [-2.4902, 2.7383, 0.7593], [-1.6815, 3.2045, -0.3704], [-2.2608, 4.0010, -1.3574], [-1.4907, 4.4133, -2.4304], [-0.1601, 4.0304, -2.4893], [0.3346, 3.2347, -1.4643], [-0.3973, 2.8238, -0.4362], [-2.6622, -0.2187, 5.2004], [-4.0018, 0.2632, 4.2328], [-3.5394, 3.0312, 0.8154], [-3.3042, 4.2787, -1.2797], [-1.9252, 5.0252, -3.2115], [0.4824, 4.3279, -3.3064], [1.3661, 2.9016, -1.4693], [2.9279, -0.3728, 2.9925], [2.3063, -1.7209, 3.2380], [2.8559, -2.5756, 4.2220], [2.2597, -3.7744, 4.4549], [1.1066, -4.1476, 3.7290], [0.4652, -5.3841, 3.9614], [-0.6555, -5.6900, 3.2415], [-1.1628, -4.7919, 2.2910], [-0.5795, -3.5638, 2.0165], [-1.3009, -2.5224, 0.8218], [0.6098, -3.2345, 2.7632], [1.2419, -2.0434, 2.5408], [3.8760, -0.2781, 3.5208], [2.2657, 0.4145, 3.3669], [3.1069, -0.1920, 1.9303], [3.7339, -2.2609, 4.7707], [2.6498, -4.4598, 5.1998], [0.8712, -6.0586, 4.7062], [-1.1685, -6.6318, 3.4002], [-2.0557, -5.0556, 1.7389], [-6.1262, 1.3845, -3.2983], [-5.1381, 0.6508, -3.8462], [-4.7641, 1.2768, -4.9762], [-5.6898, -0.5223, -4.2145], [-3.9949, 0.4542, -2.8914], [-2.6846, 0.5934, -3.3092], [-1.6777, 0.4007, -2.3724], [-1.9273, 0.0933, -1.1034], [-3.1925, -0.0626, -0.7147], [-4.2638, 0.1091, -1.5756], [-2.4415, 0.8594, -4.3277], [-0.6294, 0.5047, -2.6312], [-3.3452, -0.3228, 0.3268], [-5.2775, -0.0114, -1.2194], [1.3794, 0.1416, -1.6549], [2.4885, 0.5621, -1.2481], [2.7125, 0.9695, -0.0763], [3.6338, 0.6052, -2.2402], [3.4426, 0.1751, -3.5479], [4.4862, 0.2249, -4.4607], [5.7291, 0.7051, -4.0694], [5.9252, 1.1336, -2.7630], [4.8797, 1.0841, -1.8523], [2.4666, -0.2009, -3.8249], [4.3324, -0.1134, -5.4782], [6.5448, 0.7430, -4.7814], [6.8947, 1.5060, -2.4551], [5.0047, 1.4136, -0.8293]],
  "forces_ev_per_angstrom": [[0.04, 0.00, -0.02], [0.04, 0.00, -0.04], [0.00, -0.01, 0.14], [-0.04, 0.01, -0.02], [0.01, 0.05, -0.07], [0.00, -0.06, 0.01], [0.00, -0.02, 0.02], [-0.02, -0.01, 0.04], [-0.01, 0.03, -0.05], [-0.01, 0.00, 0.01], [0.00, -0.01, 0.01], [0.02, 0.01, -0.02], [0.02, -0.02, -0.01], [0.00, 0.00, 0.01], [0.00, 0.00, 0.00], [0.01, 0.02, -0.02], [0.00, -0.01, 0.02], [0.00, 0.00, 0.00], [0.00, 0.00, 0.00], [-0.01, 0.01, 0.00], [-0.02, -0.01, -0.01], [-0.03, 0.01, 0.00], [0.00, 0.01, -0.02], [-0.03, -0.03, 0.00], [0.03, 0.04, 0.00], [-0.03, -0.01, -0.01], [0.02, 0.01, 0.00], [0.01, 0.00, 0.01], [-0.05, -0.02, 0.01], [0.07, 0.01, 0.02], [0.00, -0.01, 0.00], [-0.02, 0.03, -0.01], [0.01, 0.01, -0.02], [-0.01, -0.01, 0.00], [0.01, -0.01, 0.03], [0.00, -0.01, 0.00], [0.01, 0.01, 0.00], [-0.01, -0.01, 0.00], [0.01, 0.00, 0.01], [0.00, 0.02, -0.01], [0.00, -0.01, 0.00], [0.01, 0.00, -0.02], [0.00, -0.01, 0.02], [0.00, 0.01, 0.00], [-0.05, 0.00, 0.01], [0.05, 0.01, 0.00], [0.00, 0.01, 0.01], [-0.01, -0.01, 0.03], [0.01, 0.01, -0.04], [0.02, 0.01, 0.02], [-0.01, 0.00, 0.00], [0.00, -0.01, -0.01], [-0.01, -0.01, 0.00], [0.00, 0.00, -0.01], [-0.08, -0.03, -0.06], [0.01, 0.07, 0.15], [0.00, -0.07, -0.09], [0.01, 0.02, 0.01], [0.00, -0.01, 0.00], [-0.01, 0.00, 0.00], [0.01, 0.00, 0.00], [0.00, 0.00, 0.00], [0.00, 0.01, 0.00], [0.00, 0.00, 0.00], [0.00, 0.00, 0.00], [0.00, 0.00, 0.00], [0.00, 0.00, 0.00], [0.00, 0.00, 0.00]],
  "energy_ev": -75059.8526,
  "orbital_gap_ev": 6.37,
  "de_lowest_ev": 0.000,
  "total_charge": -1
}

***

{
  "formula": "C30H24BaF3N6O2S2",
  "method": "wB97M-V/def2-TZVPD",
  "elements": ["Ba", "N", "C", "S", "N", "N", "C", "C", "C", "C", "C", "C", "N", "H", "H", "H", "H", "H", "H", "H", "C", "C", "C", "C", "C", "C", "C", "C", "C", "S", "C", "N", "H", "H", "H", "H", "H", "H", "H", "H", "F", "C", "F", "F", "C", "C", "C", "N", "C", "C", "H", "H", "H", "H", "O", "C", "O", "C", "C", "C", "C", "C", "C", "H", "H", "H", "H", "H"],
  "coordinates": [[0.7077, 0.8533, -0.8248], [-0.5921, 0.9804, 4.0966], [-0.3528, 0.4599, 2.8556], [-1.4993, 0.7896, 1.6249], [0.7633, -0.2621, 2.8117], [1.0379, -0.7884, 1.5955], [2.0482, -1.5735, 1.5607], [2.5242, -2.1685, 0.3049], [3.7243, -2.8820, 0.2986], [4.2018, -3.3991, -0.8888], [3.4734, -3.1975, -2.0522], [2.2940, -2.4802, -1.9575], [1.8188, -1.9788, -0.8193], [-1.2662, 1.7219, 4.1507], [0.1736, 0.9590, 4.7499], [2.6129, -1.7833, 2.4697], [4.2757, -3.0013, 1.2225], [5.1445, -3.9311, -0.9181], [3.8244, -3.5588, -3.0084], [1.7033, -2.2758, -2.8448], [-1.6252, -1.6767, -1.4528], [-2.0635, -0.7685, -2.5702], [-2.9421, -1.2337, -3.5724], [-3.3319, -0.3766, -4.5554], [-2.8926, 0.9642, -4.5524], [-3.3008, 1.8797, -5.5466], [-2.8618, 3.1720, -5.4702], [-2.0340, 3.5892, -4.4187], [-1.5987, 2.7427, -3.4093], [-0.6128, 3.3827, -2.1227], [-2.0288, 1.3670, -3.4996], [-1.6150, 0.4674, -2.5577], [-2.0366, -2.6783, -1.5713], [-1.9483, -1.2704, -0.4910], [-0.5369, -1.7629, -1.4083], [-3.2923, -2.2579, -3.5597], [-3.9951, -0.7143, -5.3449], [-3.9529, 1.5507, -6.3469], [-3.1661, 3.8862, -6.2270], [-1.7122, 4.6213, -4.3635], [0.6576, 5.8346, 4.9973], [1.8381, 5.5432, 4.4191], [2.6359, 5.0427, 5.3775], [2.3784, 6.7179, 4.0366], [1.6740, 4.6073, 3.2549], [2.5287, 3.5346, 3.0741], [2.3409, 2.7340, 1.9570], [1.3805, 2.9580, 1.0626], [0.5558, 3.9872, 1.2520], [0.6672, 4.8452, 2.3332], [3.3158, 3.3162, 3.7812], [2.9788, 1.8792, 1.7631], [-0.2276, 4.1193, 0.5132], [-0.0202, 5.6702, 2.4590], [3.5294, 0.8154, -0.5111], [3.6346, 0.5088, -1.7259], [2.7320, 0.6458, -2.5925], [4.9308, -0.1445, -2.1663], [5.9278, -0.4107, -1.2368], [7.0803, -1.0844, -1.6175], [7.2425, -1.4932, -2.9350], [6.2534, -1.2158, -3.8711], [5.1025, -0.5429, -3.4865], [5.7694, -0.0955, -0.2137], [7.8510, -1.2945, -0.8853], [8.1402, -2.0214, -3.2339], [6.3787, -1.5267, -4.9015], [4.3115, -0.3255, -4.1925]],
  "forces_ev_per_angstrom": [[-0.10, 0.10, 0.13], [-0.05, 0.04, 0.02], [0.19, -0.15, -0.12], [0.01, 0.05, -0.01], [-0.11, 0.06, 0.05], [0.12, 0.00, -0.05], [0.03, 0.01, -0.10], [-0.01, 0.10, 0.02], [-0.05, -0.04, 0.07], [0.00, -0.02, -0.07], [0.04, -0.08, 0.08], [-0.09, 0.03, 0.05], [0.08, 0.07, -0.06], [0.00, 0.00, 0.01], [0.00, 0.02, 0.00], [-0.02, -0.02, 0.01], [0.00, 0.00, 0.00], [0.00, 0.00, 0.01], [-0.02, 0.00, -0.01], [0.02, 0.00, -0.01], [0.00, 0.09, -0.05], [0.04, 0.07, 0.04], [-0.06, -0.03, -0.08], [-0.02, -0.05, -0.01], [0.04, -0.01, 0.06], [0.01, 0.06, -0.01], [-0.04, -0.05, -0.03], [0.03, 0.03, 0.05], [0.02, 0.01, -0.01], [-0.03, -0.12, -0.05], [0.01, 0.00, 0.02], [-0.02, 0.03, 0.03], [0.01, -0.01, 0.01], [0.00, -0.02, 0.01], [-0.02, -0.11, 0.00], [0.04, -0.01, 0.06], [0.00, 0.04, -0.02], [0.00, -0.04, 0.02], [0.03, 0.04, 0.02], [-0.02, 0.01, -0.04], [0.01, 0.00, 0.01], [-0.01, -0.02, -0.03], [-0.01, -0.01, 0.01], [0.00, 0.01, 0.00], [0.03, -0.01, 0.00], [0.00, 0.02, 0.04], [-0.05, -0.04, -0.11], [0.01, -0.04, 0.07], [-0.08, 0.03, 0.01], [0.03, 0.01, 0.04], [0.00, 0.00, -0.01], [0.02, 0.02, -0.02], [0.02, -0.02, -0.01], [-0.02, -0.01, -0.04], [-0.16, 0.02, -0.06], [0.00, -0.01, 0.04], [0.14, -0.08, 0.04], [0.03, 0.01, -0.02], [0.03, -0.01, 0.00], [-0.02, 0.01, 0.02], [0.00, 0.00, -0.02], [0.00, 0.01, 0.00], [0.01, 0.01, 0.01], [-0.01, 0.00, 0.00], [0.01, 0.00, -0.01], [0.00, 0.00, 0.00], [0.01, 0.00, 0.00], [-0.01, 0.00, 0.01]],
  "energy_ev": -75059.7913,
  "orbital_gap_ev": 6.50,
  "de_lowest_ev": 0.061,
  "total_charge": -1
}

***

{
  "formula": "C30H24BrClO2PPd",
  "method": "wB97M-V/def2-TZVPD",
  "elements": ["C", "C", "C", "H", "C", "C", "H", "H", "H", "H", "Pd", "Cl", "P", "C", "C", "H", "C", "H", "C", "H", "C", "H", "C", "H", "C", "C", "H", "C", "H", "C", "H", "C", "H", "C", "H", "C", "C", "H", "C", "H", "C", "H", "C", "H", "C", "H", "Br", "C", "C", "C", "C", "C", "C", "C", "O", "O", "H", "H", "H", "H"],
  "coordinates": [[-0.9817, -2.6134, 3.0294], [-0.9082, -2.5657, 1.6293], [0.4342, -2.3186, 1.2712], [-1.7243, -2.7451, 0.9324], [1.1862, -2.2374, 2.4650], [0.3092, -2.4075, 3.5494], [0.5719, -2.3210, 4.6040], [-1.8938, -2.7652, 3.6137], [0.8335, -2.3107, 0.2630], [2.2592, -2.0523, 2.5204], [-0.2552, -0.8786, 2.3949], [0.7053, 0.5953, -0.1051], [0.2366, 0.1608, -1.9957], [1.3592, -1.0411, -2.7435], [0.9432, -1.7519, -3.8975], [-0.0811, -1.6568, -4.2676], [1.8333, -2.5655, -4.6043], [1.4904, -3.1008, -5.4957], [3.1616, -2.6884, -4.1800], [3.8505, -3.3346, -4.7279], [3.5925, -1.9759, -3.0552], [4.6375, -2.0541, -2.7403], [2.7043, -1.1617, -2.3406], [3.0661, -0.5961, -1.4815], [-1.4477, -0.3548, -2.3309], [-1.9393, -1.5845, -1.8567], [-1.3329, -2.2033, -1.1983], [-3.1831, -2.0703, -2.2813], [-3.5649, -3.0221, -1.8897], [-3.9372, -1.3697, -3.2295], [-4.9039, -1.7543, -3.5686], [-3.4303, -0.1759, -3.7589], [-3.9869, 0.3538, -4.5338], [-2.2089, 0.3275, -3.3137], [-1.8168, 1.2386, -3.7701], [0.5281, 1.7909, -2.7741], [1.2253, 1.9201, -3.9963], [1.6464, 1.0400, -4.4918], [1.3900, 3.1784, -4.5857], [1.9387, 3.2673, -5.5273], [0.8668, 4.3212, -3.9656], [0.9971, 5.3008, -4.4300], [0.1892, 4.2052, -2.7461], [-0.1977, 5.0975, -2.2433], [0.0159, 2.9467, -2.1583], [-0.5185, 2.8802, -1.2104], [1.8440, 2.1172, 3.9968], [0.7388, 1.6891, 5.4754], [1.2616, 1.8917, 6.7573], [0.4666, 1.7361, 7.9039], [-0.8772, 1.3767, 7.7579], [-1.4073, 1.1585, 6.4854], [-0.6152, 1.2858, 5.3180], [-1.3059, 1.1709, 3.9702], [-2.4800, 1.4811, 3.8579], [-0.5034, 0.8360, 2.9326], [2.2975, 2.2002, 6.8700], [0.9012, 1.9090, 8.8916], [-1.5153, 1.2809, 8.6357], [-2.4652, 0.9199, 6.3701]],
  "forces_ev_per_angstrom": [[-2.17, -2.82, 1.83], [-1.27, -3.03, -2.09], [1.26, -3.27, -2.08], [0.19, 0.22, 0.30], [3.05, -1.89, -0.17], [1.05, -2.12, 2.67], [-0.08, -0.21, -0.39], [0.45, 0.05, -0.28], [-0.10, 0.25, 0.18], [-0.41, -0.05, 0.01], [-0.99, 6.97, -1.86], [1.35, 1.08, 3.74], [-1.12, -1.08, -4.20], [-0.10, 0.08, -0.34], [0.09, -0.26, -0.15], [0.30, 0.03, 0.21], [-0.19, 0.14, 0.35], [0.10, 0.24, 0.37], [-0.04, 0.15, 0.21], [-0.18, 0.27, 0.19], [-0.16, -0.05, -0.08], [-0.42, 0.06, -0.05], [0.10, 0.02, -0.12], [-0.07, -0.13, -0.17], [0.33, -0.04, -1.38], [-0.32, -0.14, 0.03], [-0.05, 0.20, -0.01], [-0.01, 0.07, -0.14], [0.25, 0.43, -0.16], [0.15, -0.09, 0.20], [0.41, 0.12, 0.16], [0.21, 0.09, 0.30], [0.20, -0.12, 0.23], [-0.38, 0.07, 0.05], [-0.11, -0.24, 0.20], [0.04, 0.18, -0.14], [-0.14, 0.02, 0.22], [-0.19, 0.26, 0.24], [-0.12, -0.02, 0.29], [-0.23, -0.05, 0.34], [0.02, -0.26, 0.13], [-0.03, -0.31, 0.16], [0.07, -0.21, -0.15], [0.11, -0.37, -0.24], [0.10, 0.20, -0.22], [0.15, -0.05, -0.22], [-0.83, -0.34, 1.45], [0.57, 0.31, -1.38], [0.12, 0.11, 2.23], [1.55, 0.32, -1.09], [-0.28, -0.11, -0.05], [0.39, 0.00, -1.53], [-1.62, -0.07, 0.97], [0.05, 0.38, -2.46], [1.29, -0.53, 0.67], [-2.47, 5.59, 4.04], [-0.18, -0.06, -0.07], [-0.16, -0.05, -0.40], [0.13, 0.00, -0.22], [0.33, 0.05, -0.12]],
  "energy_ev": -130913.7043,
  "orbital_gap_ev": [2.43, 2.94],
  "s_squared": 6.04,
  "de_lowest_ev": 4.073,
  "total_charge": 1,
  "multiplicity": 5
}

***

{
  "formula": "C30H24Cl2N4O6Tm",
  "method": "wB97M-V/def2-TZVPD",
  "elements": ["Tm", "Cl", "C", "C", "C", "N", "C", "O", "C", "C", "C", "C", "C", "N", "C", "C", "C", "Cl", "N", "C", "O", "C", "C", "C", "C", "C", "N", "H", "H", "H", "H", "H", "H", "H", "H", "H", "H", "C", "C", "C", "C", "H", "H", "H", "H", "H", "H", "H", "H", "H", "O", "C", "O", "C", "C", "C", "C", "O", "C", "O", "C", "C", "H", "H", "H", "H", "H"],
  "coordinates": [[-0.1631, -0.2200, -0.1027], [-0.7464, 1.1923, 7.0023], [-0.9923, 1.2515, 5.2821], [-0.1328, 0.5452, 4.4579], [-0.2778, 0.5601, 3.0714], [0.5309, -0.1805, 2.1980], [1.7724, -0.5353, 2.5464], [2.4263, -0.2566, 3.5533], [2.4428, -1.4342, 1.5212], [3.5046, -2.2322, 1.9315], [4.1017, -3.0756, 1.0147], [3.6317, -3.0834, -0.2933], [2.5751, -2.2551, -0.6193], [1.9835, -1.4555, 0.2684], [-1.3374, 1.3216, 2.5095], [-2.1883, 2.0279, 3.3592], [-2.0223, 1.9952, 4.7328], [-3.1193, 2.8964, 5.7330], [-1.4969, 1.2969, 1.1195], [-2.0533, 2.3262, 0.4716], [-2.5034, 3.3897, 0.8997], [-2.1030, 2.1050, -1.0309], [-2.3838, 3.1827, -1.8621], [-2.4565, 2.9779, -3.2266], [-2.2585, 1.6952, -3.7246], [-1.9710, 0.6819, -2.8313], [-1.8940, 0.8755, -1.5138], [0.6727, -0.0145, 4.9038], [3.8327, -2.1572, 2.9580], [4.9217, -3.7208, 1.3045], [4.0743, -3.7204, -1.0464], [2.1711, -2.2198, -1.6240], [-2.9826, 2.6177, 2.9339], [-2.5372, 4.1502, -1.4064], [-2.6658, 3.7999, -3.8997], [-2.3090, 1.4911, -4.7853], [-1.7848, -0.3322, -3.1672], [-2.4563, -4.2676, -1.7596], [-2.2895, -2.9389, -1.0094], [-2.7812, -3.1065, 0.4293], [-0.8357, -2.4292, -1.0298], [-3.4823, -4.6485, -1.6956], [-1.7852, -5.0168, -1.3305], [-2.1981, -4.1523, -2.8150], [-2.9382, -2.2009, -1.5011], [-2.2190, -3.9027, 0.9260], [-3.8423, -3.3693, 0.4678], [-2.6301, -2.1836, 0.9950], [-0.5170, -2.4366, -2.0910], [-0.2369, -3.2418, -0.5773], [1.1381, 0.2681, -2.0787], [1.6575, 1.1908, -1.3952], [1.1098, 1.6503, -0.3583], [2.9879, 1.7606, -1.7946], [3.8367, 2.2388, -0.8072], [5.0911, 2.7623, -1.1228], [5.4302, 2.7971, -2.4523], [6.5811, 3.2782, -3.0298], [6.4719, 2.9951, -4.4171], [5.1716, 2.4893, -4.6724], [4.5805, 2.3226, -3.4397], [3.3541, 1.7892, -3.1445], [3.5067, 2.2022, 0.2226], [5.7619, 3.1349, -0.3609], [7.2222, 2.2456, -4.6978], [6.6317, 3.9103, -4.9927], [2.6853, 1.4046, -3.9025]],
  "forces_ev_per_angstrom": [[-0.26, -0.46, 0.38], [0.03, -0.03, 0.06], [-0.10, 0.06, -0.08], [0.05, -0.04, 0.00], [-0.19, 0.22, 0.15], [-0.24, -0.03, -0.53], [-0.13, 0.02, -0.07], [0.00, -0.07, 0.07], [0.08, -0.11, 0.08], [0.10, 0.04, -0.02], [-0.09, 0.04, -0.11], [0.06, 0.00, 0.06], [-0.06, 0.03, -0.19], [-0.10, 0.15, 0.23], [0.05, 0.09, 0.31], [0.03, -0.06, -0.07], [0.10, -0.11, -0.02], [-0.07, 0.06, 0.04], [0.17, -0.36, -0.12], [0.03, -0.22, 0.04], [0.00, 0.04, -0.03], [-0.19, 0.09, -0.15], [-0.07, 0.05, -0.02], [0.03, -0.13, 0.05], [-0.03, 0.08, 0.00], [-0.01, -0.18, -0.05], [0.30, 0.21, 0.11], [0.02, 0.00, -0.02], [-0.02, 0.02, 0.00], [0.01, 0.01, 0.02], [-0.02, 0.00, -0.02], [-0.01, 0.00, 0.01], [-0.01, 0.02, 0.02], [-0.01, -0.02, 0.03], [0.00, 0.02, 0.01], [0.00, -0.04, 0.01], [0.04, 0.02, 0.00], [-0.11, 0.15, 0.03], [0.19, -0.05, 0.07], [-0.01, 0.09, -0.17], [-0.25, 0.00, -0.07], [0.01, -0.02, -0.03], [0.00, -0.02, 0.00], [0.02, -0.02, 0.01], [-0.02, 0.03, 0.02], [0.04, 0.03, 0.03], [0.00, 0.00, 0.05], [-0.06, -0.03, 0.07], [0.10, 0.09, 0.04], [0.09, 0.11, 0.06], [-0.10, -0.13, 0.09], [0.47, 0.48, -0.37], [0.22, 0.01, 0.04], [-0.07, -0.06, 0.06], [-0.08, 0.04, 0.02], [0.13, 0.08, -0.03], [-0.10, -0.10, -0.15], [-0.03, 0.06, 0.16], [0.22, -0.02, -0.19], [-0.16, 0.00, -0.03], [0.11, 0.02, 0.15], [0.01, -0.08, -0.13], [-0.02, 0.00, -0.02], [0.00, -0.02, 0.00], [-0.07, -0.03, 0.06], [-0.07, 0.01, 0.06], [0.03, -0.02, 0.00]],
  "energy_ev": -104326.9654,
  "orbital_gap_ev": [6.89, 6.90],
  "s_squared": 2.00,
  "de_lowest_ev": 0.000,
  "total_charge": -1,
  "multiplicity": 3
}